C49H51Cl4N11O3SSiV | ωB97M-V/def2-TZVPD

Each line ends with the Mulliken charge.
CARTESIAN COORDINATES (ANGSTROEM)
V1 0.75221 0.57710 -0.89136  0.9102
C1 0.01721 -1.57670 4.86194  -1.3151
N1 0.38011 -0.72160 3.76674  0.7317
C2 0.34521 -0.94360 2.44724  -0.7893
N2 0.82431 0.10490 1.79764  0.4225
C3 1.14921 0.96030 2.79994  -0.8040
N3 0.89141 0.48550 3.98804  -0.9472
C4 1.20471 -2.26130 5.50804  1.2525
C5 0.98181 -3.02480 6.64954  -0.9121
C6 2.03141 -3.65600 7.29344  -0.6003
C7 3.32201 -3.53160 6.81334  -1.0859
C8 3.54911 -2.77610 5.66624  -0.4253
C9 2.48931 -2.14430 5.01404  -0.1566
C10 4.88141 -2.64300 5.13114  0.6950
N4 5.99671 -3.10330 5.61904  -0.4839
N5 6.97401 -2.75510 4.79374  -0.4672
C11 6.44391 -2.08780 3.81094  0.7618
O1 5.10111 -1.98060 3.96764  -0.2470
C12 7.10581 -1.52280 2.66174  -0.3110
C13 8.48411 -1.65890 2.51214  -1.1261
C14 9.09831 -1.13110 1.39304  -0.7368
C15 8.35281 -0.46720 0.43244  -0.9153
C16 6.98021 -0.31070 0.58874  1.2860
C17 6.21461 0.50520 -0.42916  -1.1974
N6 4.86751 0.05530 -0.67206  1.0413
C18 3.72921 0.32790 -0.03136  -0.9595
N7 2.70611 -0.18610 -0.70986  0.6253
C19 3.30061 -0.79670 -1.76416  -0.8020
N8 4.59651 -0.66180 -1.75916  -1.0780
C20 6.35691 -0.84130 1.70334  -0.0265
H1 -0.69329 -2.32660 4.50234  0.3832
H2 -0.47369 -0.95140 5.61454  0.4414
H3 -0.02809 -1.84130 1.99694  0.6234
H4 1.57551 1.93400 2.65774  0.7251
H5 -0.02179 -3.11680 7.03474  0.4712
H6 1.84041 -4.24530 8.17524  0.4259
H7 4.15671 -4.00500 7.30304  0.5582
H8 2.69981 -1.55630 4.13304  0.7145
H9 9.04401 -2.17290 3.27554  0.5688
H10 10.16331 -1.23280 1.26424  0.4229
H11 8.84051 -0.05790 -0.43856  0.4582
H12 6.72411 0.45720 -1.39526  0.5003
H13 6.17371 1.54840 -0.09616  0.3183
H14 3.65441 0.88940 0.88274  0.7936
H15 2.77891 -1.34120 -2.52686  0.6159
H16 5.29071 -0.73870 1.84834  0.6901
C21 -2.24799 0.26190 -3.59636  -0.2974
Si1 -0.89119 1.60840 -3.75246  0.0409
C22 -0.38469 1.74690 -5.59276  -1.2517
C23 -1.53949 3.20770 -2.94436  -0.8807
C24 0.73291 1.04140 -2.86116  -0.4106
H17 -2.96829 0.52480 -2.82866  -0.5319
H18 -1.85049 -0.71650 -3.35036  -0.0128
H19 -2.79399 0.15420 -4.53016  0.6879
H20 -1.19989 2.12400 -6.20156  0.3736
H21 -0.11789 0.77080 -5.99256  0.3475
H22 0.46271 2.40880 -5.74886  0.3588
H23 -2.47529 3.49380 -3.41276  0.4979
H24 -0.84719 4.03270 -3.06806  0.3128
H25 -1.71569 3.07460 -1.87866  0.1785
H26 1.50141 1.75400 -3.15516  0.6340
H27 0.98101 0.08570 -3.32796  0.5333
Cl1 -0.11499 4.00660 1.46934  -0.1938
C25 0.56481 4.68400 0.02154  1.4463
C26 0.49401 6.05630 -0.13966  -0.7861
C27 1.03401 6.65120 -1.26796  -0.5522
C28 1.66611 5.86480 -2.22006  -0.8890
C29 1.79991 4.50780 -2.01046  -0.3573
C30 1.24231 3.86330 -0.89326  0.0280
C31 1.56111 2.46040 -0.62246  -0.8837
H28 0.04111 6.66040 0.62974  0.5081
H29 0.97181 7.72010 -1.39316  0.4404
H30 2.09151 6.31980 -3.10136  0.4388
H31 2.37881 3.92140 -2.70986  0.3429
H32 2.59541 2.31640 -0.94556  0.8957
H33 1.43731 2.25310 0.44704  -0.3568
C32 0.06631 -3.13850 -3.58186  -1.1911
C33 0.52331 -2.91030 -2.16846  0.5295
N9 0.97191 -4.00000 -1.53306  -0.3203
O2 0.48781 -1.81260 -1.61616  -0.7198
H34 -0.58419 -4.00840 -3.63706  0.4798
H35 0.93171 -3.33610 -4.21216  0.4030
H36 -0.45339 -2.26150 -3.96326  0.0948
H37 1.00561 -4.89580 -1.99226  0.2119
H38 1.35741 -3.91020 -0.60616  0.2044
Cl2 -5.69089 -2.34900 -6.61676  -0.1882
C34 -5.61809 -1.90040 -4.95826  0.3625
C35 -5.54309 -0.56130 -4.60166  -1.0074
C36 -5.46369 -0.21930 -3.26586  0.0152
C37 -5.44499 -1.17990 -2.25876  -0.3913
C38 -5.42249 -0.70750 -0.81856  2.2976
C39 -4.27049 -1.28960 0.04424  -1.5479
N10 -3.12379 -0.41900 0.03954  0.5685
C40 -3.08019 0.82430 0.60414  -1.0987
C41 -1.84569 1.33250 0.33604  -0.9168
N11 -1.13259 0.41340 -0.37696  2.0826
C42 -1.93699 -0.62790 -0.53956  -1.2245
O3 -6.65389 -0.99480 -0.18416  -0.5295
C43 -7.55029 0.10520 -0.11836  -0.9960
C44 -7.09649 1.12790 0.88574  0.6472
C45 -6.32239 2.22760 0.63994  0.6128
Cl3 -5.74719 2.81280 -0.87286  -0.1580
S1 -5.94469 3.11970 2.08164  -0.1739
C46 -6.83929 1.99570 3.02604  -0.4332
C47 -7.38759 1.01510 2.27114  -0.9116
C48 -5.54289 -2.51800 -2.64076  0.7543
Cl4 -5.59039 -3.78040 -1.46236  -0.1986
C49 -5.62389 -2.88100 -3.97696  -0.8323
H39 -5.56099 0.20540 -5.35816  0.4878
H40 -5.41719 0.82580 -2.99556  0.3444
H41 -5.28309 0.37790 -0.83896  -1.1798
H42 -3.98799 -2.27620 -0.31846  0.4164
H43 -4.65639 -1.38920 1.06364  0.2885
H44 -3.90569 1.22960 1.15074  0.5977
H45 -1.42489 2.28170 0.61244  0.1187
H46 -1.67179 -1.53770 -1.04346  0.5369
H47 -8.50029 -0.33040 0.19774  0.5259
H48 -7.66979 0.55390 -1.11026  0.2995
H49 -6.91869 2.14700 4.08364  0.4770
H50 -7.99299 0.22330 2.66884  0.4506
H51 -5.70659 -3.91960 -4.25456  0.4990

Summary:
- DFT total energy: -168652.72705 eV
- Max |F|: 2.12 eV/Å
- Orbital gap (alpha / beta): 0.213 / 0.245 Eh
- Net charge: +2
- HOMO level (alpha / beta): -12.134 / -12.134 eV
- 2S+1: 2

***

C24H25NO15S2 | ωB97M-V/def2-TZVPD

Each line ends with the Mulliken charge.
CARTESIAN COORDINATES (ANGSTROEM)
C1 -0.47894 1.89688 5.68133  -0.9883
C2 0.35248 2.74611 4.61785  -0.2396
O1 0.59987 1.88211 3.50050  -0.2747
C3 0.48173 2.53874 2.24104  -0.6854
C4 1.90669 2.84348 1.58477  -0.6728
C5 1.73715 3.16019 0.05001  -0.3187
O2 0.37317 3.25438 -0.44821  -0.4515
S1 0.38887 3.00393 -2.08902  1.3052
O3 -0.37279 1.77309 -2.22530  -0.4591
O4 -0.26582 3.99725 -2.90865  -0.6315
O5 2.03768 2.88036 -2.28395  -0.3847
C6 2.55699 2.35101 -1.01488  0.7653
C7 2.35248 0.81391 -1.15897  -0.1344
C8 1.67398 -0.02014 -0.16522  -0.1280
C9 1.59382 -1.46258 -0.44472  -0.8116
C10 2.20433 -1.92403 -1.68221  -0.3625
N1 2.81758 -1.17232 -2.63885  -0.6298
C11 2.86477 0.14718 -2.35334  -0.2581
S2 4.37417 2.74836 -0.89909  1.6464
C12 4.94997 3.85070 -2.25006  -0.9554
O6 5.20025 1.53275 -0.92754  -0.6817
O7 4.70698 3.43726 0.36451  -0.7234
H1 -0.91279 0.98986 5.17907  0.2704
H2 0.17658 1.53168 6.52281  0.2660
H3 -1.29724 2.49235 6.16011  0.2921
H4 1.31114 3.05443 5.10845  0.2791
H5 -0.23789 3.66536 4.37746  0.2952
H6 -0.10385 1.84113 1.57342  0.3250
H7 -0.08514 3.50328 2.26063  0.3594
H8 2.65676 2.04160 1.79808  0.3814
H9 2.24917 3.79671 2.07473  0.3886
H10 2.13053 4.21471 -0.06332  0.6075
H11 1.26026 0.41792 0.77147  0.2542
H12 1.08999 -2.17248 0.24861  0.7537
H13 2.16434 -3.02924 -1.86814  0.3333
H14 3.36857 0.80281 -3.11134  0.3290
H15 5.58610 4.64698 -1.78347  0.3714
H16 5.61218 3.30802 -2.98028  0.3331
H17 4.10097 4.31356 -2.81081  0.2862
O8 -6.53881 1.15552 -1.37003  -0.6293
C13 -5.78389 0.84793 -2.27508  0.8416
C14 -6.20046 0.00935 -3.39851  -0.9962
C15 -5.33131 -0.31551 -4.36025  0.3862
O9 -5.69085 -1.08386 -5.40569  -0.5629
C16 -3.91360 0.15765 -4.32412  0.9802
O10 -3.15177 -0.17809 -5.21219  -0.6232
C17 -3.50382 1.01547 -3.21353  -0.8604
C18 -4.37409 1.34311 -2.25365  0.2211
O11 -4.02220 2.13404 -1.22091  -0.5119
H18 -7.22766 -0.32818 -3.41187  0.4091
H19 -4.88646 -1.17182 -5.95298  0.3527
H20 -2.48012 1.36608 -3.20766  0.6705
H21 -4.82466 2.21647 -0.67100  0.3474
O12 -0.45380 -8.34356 3.05472  -0.6015
C19 -0.33616 -7.22065 2.60248  0.9333
C20 0.18839 -6.10410 3.38733  -0.8934
C21 0.28312 -4.88387 2.85070  0.3597
O13 0.76516 -3.84146 3.55352  -0.5619
C22 -0.14216 -4.61532 1.44280  0.9252
O14 -0.05579 -3.48220 0.99776  -0.6095
C23 -0.64370 -5.73387 0.65070  -1.0357
C24 -0.73565 -6.95610 1.18583  0.4330
O15 -1.19180 -8.00220 0.47672  -0.5599
H22 0.49035 -6.31116 4.40468  0.4251
H23 0.72966 -3.07694 2.94772  0.3145
H24 -0.93131 -5.52910 -0.37151  0.4446
H25 -1.16170 -8.76494 1.08656  0.3510

Summary:
- DFT total energy: -79160.23899 eV
- Max |F|: 5.62 eV/Å
- Orbital gap: 0.280 Eh
- HOMO level: -9.475 eV

***

C6H9N | ωB97M-V/def2-TZVPD

Each line ends with the Mulliken charge.
CARTESIAN COORDINATES (ANGSTROEM)
C1 2.61055 0.80715 1.86532  -1.2820
C2 1.69914 0.13623 0.93299  0.7939
C3 0.96733 -0.41763 0.14960  -0.1515
C4 0.03666 -1.05680 -0.79601  -0.9606
C5 -1.38166 -0.61122 -0.49949  0.1036
C6 -1.84557 0.71217 -0.99400  -0.4926
N1 -2.35127 -0.52728 -1.57785  -0.6179
H1 2.66955 1.88070 1.65616  0.2922
H2 3.62234 0.39590 1.78604  0.2881
H3 2.28100 0.68594 2.90267  0.2912
H4 0.15275 -2.14735 -0.74736  0.2919
H5 0.26570 -0.74964 -1.82153  0.3131
H6 -1.75362 -0.96003 0.46954  0.3922
H7 -1.28481 1.29258 -1.72779  0.2336
H8 -2.39138 1.33660 -0.29021  0.2650
H9 -3.29670 -0.77733 -1.30808  0.2398

Summary:
- DFT total energy: -7855.24137 eV
- Max |F|: 0.53 eV/Å
- Orbital gap: 0.384 Eh
- HOMO level: -9.406 eV

***

C26H28N2O4S | ωB97M-V/def2-TZVPD

Each line ends with the Mulliken charge.
CARTESIAN COORDINATES (ANGSTROEM)
C1 8.09804 -3.33751 -0.69004  -0.7559
C2 7.29478 -2.29827 -0.56585  -0.0134
C3 6.25747 -2.15893 0.50549  -0.6982
N1 4.96025 -1.83448 -0.05049  -0.2001
C4 4.33250 -0.66326 0.20176  0.1724
O1 4.78832 0.17728 0.95577  -0.7336
C5 3.03129 -0.48521 -0.50558  1.1599
C6 2.14235 -1.53665 -0.69862  -1.1927
C7 0.92238 -1.31137 -1.30969  -0.5237
C8 0.56191 -0.03875 -1.73504  0.6246
C9 -0.79885 0.24572 -2.32009  -1.8809
N2 -1.75597 0.74226 -1.34498  0.4615
C10 -2.76717 -0.08055 -0.81820  -0.6170
C11 -4.07849 0.37765 -0.80176  -0.7971
C12 -5.09620 -0.39797 -0.27506  -0.4523
C13 -4.82498 -1.66773 0.22435  0.7854
O2 -5.74447 -2.51828 0.75281  -0.4011
C14 -7.09360 -2.10180 0.83646  -0.2717
C15 -7.88429 -3.22891 1.48238  -1.4409
C16 -3.51083 -2.13597 0.19078  -0.9279
C17 -2.49622 -1.35107 -0.31284  0.2091
S1 -1.48927 2.26642 -0.72166  1.5488
O3 -2.68933 2.71216 -0.07883  -0.7476
O4 -0.94840 3.07364 -1.77960  -0.6890
C18 -0.22531 2.05523 0.53138  0.0492
C19 0.75620 3.02045 0.65193  -0.6546
C20 1.76927 2.84838 1.57582  -0.8083
C21 1.81318 1.71284 2.37985  1.1437
C22 2.95834 1.49687 3.31362  -1.4627
C23 0.79394 0.77352 2.26479  -0.9971
C24 -0.23018 0.94390 1.34955  -0.1941
C25 1.47399 1.00019 -1.58270  -0.1057
C26 2.68821 0.78345 -0.96112  -0.8122
H1 8.83924 -3.39631 -1.46811  0.2636
H2 8.05728 -4.16956 -0.00584  0.2523
H3 7.34739 -1.46854 -1.25804  0.3018
H4 6.18946 -3.07935 1.09553  0.3253
H5 6.51310 -1.32642 1.17031  0.3118
H6 4.58859 -2.45709 -0.74981  0.2945
H7 2.38383 -2.52964 -0.34620  0.4583
H8 0.25062 -2.14313 -1.46794  0.5943
H9 -1.22281 -0.65164 -2.77707  0.5699
H10 -0.70493 1.02875 -3.07902  0.4524
H11 -4.29444 1.35943 -1.18747  0.4704
H12 -6.09900 -0.00185 -0.27048  0.3950
H13 -7.16939 -1.18861 1.44262  0.3714
H14 -7.48618 -1.89074 -0.16803  0.3609
H15 -8.93057 -2.94833 1.56214  0.4191
H16 -7.49271 -3.43518 2.47462  0.3273
H17 -7.80058 -4.13133 0.88304  0.3314
H18 -3.30710 -3.12158 0.57925  0.4520
H19 -1.48500 -1.72470 -0.30878  0.4391
H20 0.71884 3.88231 0.00451  0.4922
H21 2.54621 3.59254 1.66789  0.4296
H22 3.27064 2.43200 3.77185  0.4157
H23 2.70443 0.78246 4.09223  0.3800
H24 3.80136 1.10358 2.74346  0.1975
H25 0.80537 -0.10436 2.89426  0.3799
H26 -1.02425 0.21889 1.26402  0.5130
H27 1.21526 1.98186 -1.94806  0.6130
H28 3.38751 1.59301 -0.81917  0.4113

Summary:
- DFT total energy: -49421.45318 eV
- Max |F|: 1.16 eV/Å
- Orbital gap: 0.325 Eh
- HOMO level: -8.226 eV